Record 1
Below is a molecular structure, C34H58BiN5O7S3Si4Te, with properties calculated with ωB97M-V/def2-TZVPD.

```
! wB97M-V def2-TZVPD RIJCOSX def2/J DEFGRID3
* xyz 0 1
Bi 0.119 0.724 0.806
O -0.809 -1.034 2.711
C -0.855 -1.124 4.132
C -2.154 -0.640 4.741
C -2.589 0.764 4.314
C -1.538 1.813 4.549
C -1.530 2.577 5.710
C -0.524 3.510 5.905
C 0.445 3.662 4.928
C 0.352 2.874 3.792
N -0.606 1.967 3.597
H -1.685 -1.091 2.299
H -0.017 -0.528 4.498
H -0.679 -2.160 4.432
H -2.024 -0.671 5.827
H -2.961 -1.341 4.508
H -3.495 1.022 4.866
H -2.859 0.761 3.259
H -2.307 2.434 6.451
H -0.501 4.110 6.806
H 1.259 4.366 5.030
H 1.091 2.972 3.004
C 2.364 -2.336 -5.214
Si 1.609 -1.307 -3.836
C 2.098 0.473 -4.177
C -0.275 -1.456 -3.932
Si 2.358 -2.184 -1.788
Te 0.735 -1.903 0.124
Si 1.997 -4.512 -2.016
C 2.083 -5.390 -0.362
C 3.295 -5.255 -3.152
C 0.297 -4.807 -2.749
Si 4.627 -1.915 -1.243
C 5.553 -1.965 -2.877
C 5.135 -3.375 -0.183
C 5.090 -0.362 -0.325
H 2.198 -1.838 -6.174
H 1.915 -3.330 -5.268
H 3.443 -2.458 -5.084
H 1.594 0.804 -5.091
H 3.176 0.548 -4.345
H 1.851 1.169 -3.374
H -0.730 -0.524 -4.283
H -0.732 -1.730 -2.978
H -0.548 -2.232 -4.651
H 3.108 -5.465 0.003
H 1.689 -6.405 -0.479
H 1.490 -4.890 0.406
H 4.310 -5.012 -2.828
H 3.182 -4.913 -4.183
H 3.198 -6.345 -3.146
H -0.487 -4.521 -2.043
H 0.173 -5.869 -2.981
H 0.136 -4.242 -3.670
H 5.345 -2.882 -3.434
H 6.632 -1.916 -2.703
H 5.277 -1.117 -3.510
H 5.084 -4.320 -0.729
H 4.496 -3.459 0.700
H 6.164 -3.238 0.161
H 5.006 0.519 -0.963
H 6.132 -0.453 0.000
H 4.477 -0.211 0.566
C -7.917 -2.716 -0.404
C -7.640 -1.238 -0.371
C -7.266 -0.564 -1.534
C -6.972 0.786 -1.511
C -7.053 1.476 -0.308
C -7.434 0.834 0.856
C -7.728 -0.521 0.815
S -6.620 3.181 -0.266
O -7.067 3.698 0.996
O -7.020 3.781 -1.509
N -4.986 3.189 -0.312
C -4.182 3.212 0.909
C -2.925 2.379 0.744
C -3.171 0.877 0.818
O -4.283 0.424 0.998
O -2.106 0.119 0.672
H -8.479 -2.993 -1.297
H -8.486 -3.031 0.470
H -6.983 -3.280 -0.415
H -7.209 -1.108 -2.470
H -6.690 1.310 -2.415
H -7.498 1.393 1.779
H -8.025 -1.029 1.725
H -4.671 3.772 -1.076
H -4.785 2.814 1.723
H -3.923 4.241 1.170
H -2.207 2.637 1.530
H -2.436 2.614 -0.208
O 3.499 3.016 3.852
S 4.039 2.109 2.880
O 4.707 0.923 3.319
N 2.850 1.693 1.785
C 3.136 2.129 0.598
S 2.166 1.771 -0.768
C 4.399 2.917 0.484
C 4.951 3.530 -0.626
C 6.155 4.205 -0.465
C 6.784 4.265 0.776
C 6.225 3.651 1.891
C 5.032 2.984 1.708
H 4.454 3.477 -1.586
H 6.613 4.693 -1.316
H 7.720 4.799 0.873
H 6.707 3.695 2.859
N -0.872 2.350 -1.953
N -0.689 1.007 -1.498
H -1.089 2.349 -2.944
H 0.013 2.830 -1.823
H -0.121 0.442 -2.125
H -1.593 0.557 -1.385
*
```

Output
E_LUMO, Eh: -0.0194
Energy above the lowest of the compared OMol25 structures with the same formula, charge and spin, eV: 0.000
HOMO level, eV: -8.040
Calculated total energy, eV: -135135.7331

Record 2
Below is a molecular structure, C15H22F30K3O12P5 at a distorted geometry, with properties calculated with ωB97M-V/def2-TZVPD.

```
! wB97M-V def2-TZVPD RIJCOSX def2/J DEFGRID3
* xyz -2 1
K 4.088 2.214 -3.804
K 1.545 -0.524 -0.844
K -0.635 -0.070 -5.139
P 2.805 0.164 -6.698
F 4.298 0.101 -5.920
F 2.893 -1.419 -6.992
F 2.151 -0.287 -5.308
F 1.264 0.174 -7.087
F 2.709 1.727 -6.336
F 3.446 0.099 -8.158
P 4.944 -0.782 -1.671
F 3.609 -1.417 -2.350
F 5.470 -2.322 -1.687
F 5.408 -0.338 -3.188
F 6.312 -0.217 -0.963
F 4.133 0.608 -1.502
F 4.206 -1.171 -0.280
P 0.111 -3.310 -3.580
F 0.895 -3.404 -4.982
F 0.631 -1.827 -3.404
F -1.046 -2.449 -4.382
F -0.689 -3.219 -2.154
F -0.644 -4.690 -3.702
F 1.383 -3.981 -2.849
P 1.625 -3.535 1.458
F 1.307 -3.773 3.092
F 0.191 -4.180 1.000
F 0.844 -2.110 1.543
F 1.866 -3.365 -0.175
F 3.074 -2.931 1.894
F 2.293 -4.978 1.327
P 0.317 2.436 -2.467
F 0.023 2.328 -3.986
F 1.269 3.685 -2.760
F -1.005 3.486 -2.262
F 0.637 2.589 -0.870
F -0.785 1.232 -2.222
F 1.674 1.420 -2.578
C -1.599 -2.064 4.209
C -0.287 -1.283 4.466
O -0.685 -0.080 4.975
C -1.905 -0.228 5.542
O -2.551 0.658 6.100
O -2.438 -1.466 5.232
H -1.469 -3.131 4.391
H -1.910 -1.921 3.174
H 0.360 -1.214 3.591
H 0.314 -1.903 5.131
C 2.579 1.993 1.781
C 2.394 2.792 3.197
C 2.052 1.948 4.417
O 2.717 2.647 5.492
C 3.634 3.504 4.938
O 4.499 4.203 5.466
O 3.616 3.253 3.602
H 1.539 1.938 1.458
H 3.030 1.005 1.684
H 2.974 2.757 1.113
H 1.688 3.601 3.007
H 2.485 0.970 4.206
H 0.974 1.979 4.577
C -4.609 3.975 1.189
C -3.439 3.338 0.448
C -2.291 4.296 0.484
O -1.168 3.470 0.703
C -1.530 2.374 1.326
O -0.801 1.475 1.750
O -2.910 2.365 1.310
H -4.967 4.883 0.703
H -4.331 3.940 2.243
H -5.537 3.449 0.965
H -3.502 2.953 -0.570
H -2.033 4.910 1.347
H -2.318 4.936 -0.398
C -3.978 -1.280 0.904
C -3.894 -1.989 -0.473
C -3.485 -3.499 -0.597
O -4.712 -4.150 -0.847
C -5.684 -3.302 -1.215
O -6.724 -3.635 -1.719
O -5.321 -2.105 -0.921
H -4.684 -1.704 1.620
H -4.447 -0.300 0.990
H -3.043 -1.239 1.462
H -3.350 -1.375 -1.190
H -2.893 -3.886 0.232
H -2.975 -3.822 -1.505
*
```

Output
E_LUMO, Eh: 0.0978
HOMO level, eV: -7.088
Calculated total energy, eV: -217464.1522

Record 3
Below is C5H10N2O3 in the gas phase at a distorted geometry, with properties calculated with ωB97M-V/def2-TZVPD.

```
! wB97M-V def2-TZVPD RIJCOSX def2/J DEFGRID3
* xyz 0 1
N 3.353 -0.026 -0.152
C 2.069 -0.408 -0.260
O 1.653 -1.309 -0.961
C 1.148 0.257 0.805
C -0.229 -0.335 0.857
C -1.009 0.037 -0.453
N -0.857 1.437 -0.773
C -2.501 -0.306 -0.136
O -3.352 0.535 -0.082
O -2.744 -1.662 -0.120
H 4.081 -0.276 -0.817
H 3.561 0.802 0.431
H 1.054 1.288 0.457
H 1.671 0.277 1.744
H -0.110 -1.471 0.868
H -0.667 0.050 1.796
H -0.718 -0.691 -1.249
H -1.052 1.655 -1.756
H -1.651 1.914 -0.300
H -3.699 -1.767 0.102
*
```

Output
SMILES string: NC(=O)CC[C@H](N)C(=O)O
E_LUMO, Eh: 0.0289
Energy above the lowest of the compared OMol25 structures with the same formula, charge and spin, eV: 0.431
HOMO level, eV: -9.640
Calculated total energy, eV: -14470.7206